Entry 1:
Entry from the Open Molecules 2025 dataset: one molecule with the formula C7H8 at a distorted geometry (ωB97M-V/def2-TZVPD).

The geometry in XYZ format:
```
15
Properties=species:S:1:pos:R:3:forces:R:3
C -0.42680 1.28590 -1.08453 -0.3 -1.9 3.4
C 0.67025 0.61625 -1.64630 0.6 1.8 -0.3
C -0.31457 -0.54226 2.32069 -0.1 1.5 -1.2
C 0.34875 -1.18006 -0.07099 -0.5 3.2 1.0
C -0.36011 -0.32400 0.85330 -0.3 2.7 -3.8
C 1.01679 -0.65458 -1.17600 -1.2 0.0 0.0
C -0.89941 0.89507 0.26305 1.1 -1.9 -0.8
H -0.98288 2.01728 -1.58628 -0.1 1.4 -0.6
H 1.34246 1.21237 -2.38158 -1.5 -1.5 0.8
H 0.26090 -2.15015 0.25419 1.1 -2.6 0.3
H 0.59216 -1.05056 2.38018 1.7 -0.6 1.2
H -1.05388 -1.17441 2.66138 -1.8 -1.3 1.0
H 1.66614 -1.23410 -1.80337 0.3 -0.4 0.1
H -0.32378 0.43299 2.83302 0.1 -0.6 0.0
H -1.71051 1.36860 0.88717 1.1 0.1 -1.1
```
Positions in Å, forces in eV/Å.

Summary:
ΔE to the lowest compared entry with this formula, charge and spin = 179.6 kJ/mol
Largest force on an atom = 0.0915 Eh/bohr
Total charge = 0
Molar mass = 92.1 g mol⁻¹

***

Entry 2:
Entry from the Open Molecules 2025 dataset: a 2-piece molecular cluster, H6P4 overall at a distorted geometry (ωB97M-V/def2-TZVPD).

The geometry in XYZ format:
```
10
Properties=species:S:1:pos:R:3:forces:R:3
P 0.71969 -0.64657 -2.86650 -1.1 0.1 -0.3
P 0.55577 -1.40751 -0.99419 -0.1 0.1 -0.6
P 1.11077 1.25273 1.27434 3.4 1.3 -0.8
P -1.60367 -1.26962 -0.50803 0.1 4.9 -4.4
H -1.32502 -0.16086 0.37497 -0.3 -0.6 -0.2
H -0.68440 -0.35568 -3.36199 1.2 -0.3 0.9
H -0.16336 1.44757 1.50952 -2.7 0.6 0.7
H -1.61112 -2.14334 0.35894 0.1 -4.2 4.6
H 1.39748 0.67069 2.49365 0.0 -0.3 0.7
H 1.60388 2.61260 1.71928 -0.7 -1.5 -0.5
```
Positions in Å, forces in eV/Å.

Summary:
ΔE to the lowest compared entry with this formula, charge and spin = 120.8 kJ/mol
Largest force on an atom = 0.1281 Eh/bohr
Total charge = 0
Molar mass = 129.9 g mol⁻¹

***

Number 1: Kohn-Sham gap 9.60 eV, highest occupied orbital energy -8.6 eV. Number 2: Kohn-Sham gap 7.98 eV, highest occupied orbital energy -8.9 eV.